(1)
The following is a DFT calculation (wB97M-V/def2-TZVPD) of a cluster of 2 separate species, C6H12O in total.

Geometry as XYZ:
```
19
Properties=species:S:1:pos:R:3
C -1.36 0.38 0.99
C 0.09 0.60 0.70
C 0.90 -0.43 0.46
C 0.64 -1.86 0.93
C 1.85 2.39 0.74
C 0.63 1.97 0.98
H -1.75 -0.56 0.59
H -2.02 1.12 0.51
H -1.64 0.35 2.04
H 1.95 -0.32 0.23
H 0.16 -2.55 0.23
H -0.05 -1.80 1.77
H 1.49 -2.37 1.38
H 2.68 1.74 0.52
H 2.18 3.40 0.97
H -0.26 2.59 1.11
H -2.42 -1.23 -4.27
H -1.54 -1.90 -5.38
O -1.52 -1.51 -4.50
```

The frontier orbital gap is 9.19 eV. Its spin multiplicity is 1. As for the lowest unoccupied orbital energy: 0.88 eV. For the energy relative to the best compared isomer or geometry (same formula, charge and spin), the calculation gives 50.69 kcal/mol.

These are the natural (NBO) partial charges, in e, on atoms 1 to 8:
1. C -0.655
2. C -0.049
3. C -0.146
4. C -0.655
5. C -0.371
6. C -0.204
7. H 0.222
8. H 0.219


(2)
The following is a DFT calculation (wB97M-V/def2-TZVPD) of a cluster of 2 separate species, C6H12O in total.

Geometry as XYZ:
```
19
Properties=species:S:1:pos:R:3
C -0.64 1.84 1.10
C -0.11 0.49 0.74
O -0.63 -0.58 1.46
C -0.98 -0.14 -1.38
C -0.47 -1.41 -1.50
C 1.54 -1.12 -0.14
C 1.15 0.25 0.21
H -1.71 1.92 0.84
H -0.11 2.62 0.56
H -0.55 2.04 2.18
H -1.51 -0.34 1.77
H -1.92 0.06 -0.88
H -0.63 0.65 -2.05
H -0.95 -2.22 -0.96
H 0.20 -1.69 -2.30
H 2.45 -1.26 -0.73
H 1.23 -1.93 0.51
H 1.61 1.06 -0.36
H 2.01 -0.24 0.93
```

The frontier orbital gap is 7.68 eV. Its spin multiplicity is 1. As for the lowest unoccupied orbital energy: 0.86 eV. For the energy relative to the best compared isomer or geometry (same formula, charge and spin), the calculation gives 118.97 kcal/mol.

These are the natural (NBO) partial charges, in e, on atoms 1 to 8:
1. C -0.667
2. C 0.310
3. O -0.707
4. C -0.444
5. C -0.453
6. C -0.486
7. C -0.486
8. H 0.209


(3)
The following is a DFT calculation (wB97M-V/def2-TZVPD) of a cluster of 2 separate species, C6H12O in total.

Geometry as XYZ:
```
19
Properties=species:S:1:pos:R:3
C -0.35 -2.02 0.84
C 0.33 -0.65 0.89
C 1.51 -0.42 -0.03
O 1.34 0.80 -0.71
C 0.07 1.39 -0.40
C -0.66 1.67 -1.69
C -0.67 0.45 0.54
H 0.33 -2.81 1.18
H -0.73 -2.23 -0.17
H -1.19 -2.06 1.54
H 0.77 -0.55 1.89
H 2.53 -0.47 0.29
H 1.75 -1.95 -0.26
H 0.26 2.34 0.12
H -0.03 2.30 -2.32
H -1.61 2.17 -1.48
H -0.84 0.73 -2.22
H -1.55 0.03 0.04
H -1.03 0.98 1.42
```

The frontier orbital gap is 9.55 eV. Its spin multiplicity is 1. As for the lowest unoccupied orbital energy: 1.02 eV. For the energy relative to the best compared isomer or geometry (same formula, charge and spin), the calculation gives 72.16 kcal/mol.

These are the natural (NBO) partial charges, in e, on atoms 1 to 8:
1. C -0.594
2. C -0.296
3. C 0.061
4. O -0.516
5. C 0.096
6. C -0.618
7. C -0.428
8. H 0.214


(4)
The following is a DFT calculation (wB97M-V/def2-TZVPD) of a cluster of 2 separate species, C6H12O in total.

Geometry as XYZ:
```
19
Properties=species:S:1:pos:R:3
C 0.99 0.51 0.86
C 0.37 -0.64 1.61
C 1.14 -1.41 2.37
C -1.12 -0.85 1.66
C -1.71 -1.36 0.38
C -2.74 -0.93 -0.33
H 0.49 0.55 -0.11
H 2.05 0.30 0.80
H 0.71 1.45 1.35
H 2.21 -1.34 2.22
H 0.84 -1.78 3.35
H -1.23 -1.68 2.37
H -1.68 0.04 1.95
H -1.19 -2.23 -0.01
H -3.30 -0.03 -0.12
H -2.99 -1.52 -1.20
H 2.87 3.67 -5.66
H 1.48 3.71 -5.04
O 2.35 3.32 -4.92
```

The frontier orbital gap is 10.08 eV. Its spin multiplicity is 1. As for the lowest unoccupied orbital energy: 1.00 eV. For the energy relative to the best compared isomer or geometry (same formula, charge and spin), the calculation gives 49.48 kcal/mol.

These are the natural (NBO) partial charges, in e, on atoms 1 to 8:
1. C -0.646
2. C 0.066
3. C -0.433
4. C -0.490
5. C -0.150
6. C -0.409
7. H 0.213
8. H 0.222


(5)
The following is a DFT calculation (wB97M-V/def2-TZVPD) of an isolated molecule of C6H12O.

Geometry as XYZ:
```
19
Properties=species:S:1:pos:R:3
C -1.05 -0.36 1.67
O -1.49 1.53 0.20
C -0.21 1.43 -0.40
C 0.29 -0.03 -0.50
C -0.83 -0.93 -0.01
C 1.32 -0.30 -1.57
C 1.69 -0.40 -0.11
H -1.15 0.69 2.07
H -0.08 -0.67 2.03
H -1.88 -0.90 2.12
H -0.34 1.84 -1.40
H 0.49 2.04 0.17
H -1.85 0.63 0.15
H -0.51 -1.96 0.17
H -1.58 -1.05 -0.84
H 1.69 0.58 -2.10
H 1.30 -1.20 -2.18
H 2.33 0.36 0.33
H 1.84 -1.41 0.28
```

The frontier orbital gap is 10.22 eV. Its spin multiplicity is 1. As for the lowest unoccupied orbital energy: 1.01 eV. For the energy relative to the best compared isomer or geometry (same formula, charge and spin), the calculation gives 78.33 kcal/mol.

These are the natural (NBO) partial charges, in e, on atoms 1 to 8:
1. C -0.626
2. O -0.730
3. C -0.061
4. C -0.109
5. C -0.439
6. C -0.413
7. C -0.416
8. H 0.251


(6)
The following is a DFT calculation (wB97M-V/def2-TZVPD) of a cluster of 2 separate species, C6H12O in total.

Geometry as XYZ:
```
19
Properties=species:S:1:pos:R:3
C -1.47 0.99 -0.29
C -1.14 -0.31 0.46
C -0.78 -1.47 -0.48
O 0.65 -1.65 -0.41
C 1.21 -0.85 0.51
C 1.92 0.87 -0.64
C 0.12 -0.24 1.34
H -2.38 0.86 -0.89
H -0.66 1.28 -0.97
H -1.64 1.81 0.41
H -2.01 -0.59 1.07
H -1.22 -2.42 -0.17
H -1.05 -1.28 -1.53
H 2.18 -0.28 0.20
H 3.00 0.99 -0.82
H 1.52 1.74 -0.14
H 1.41 0.65 -1.58
H 0.36 0.77 1.70
H -0.01 -0.88 2.23
```

The frontier orbital gap is 8.35 eV. Its spin multiplicity is 1. As for the lowest unoccupied orbital energy: 1.00 eV. For the energy relative to the best compared isomer or geometry (same formula, charge and spin), the calculation gives 95.26 kcal/mol.

These are the natural (NBO) partial charges, in e, on atoms 1 to 8:
1. C -0.608
2. C -0.256
3. C -0.083
4. O -0.490
5. C 0.153
6. C -0.792
7. C -0.494
8. H 0.210


(7)
The following is a DFT calculation (wB97M-V/def2-TZVPD) of a cluster of 2 separate species, C6H12O in total.

Geometry as XYZ:
```
19
Properties=species:S:1:pos:R:3
C 0.14 -2.19 0.03
C 0.69 -3.25 -0.57
C 1.05 -0.28 -1.25
C 0.31 -0.75 -0.25
C -0.55 0.20 0.59
C 0.98 1.13 -1.78
H -0.40 -2.34 0.96
H 0.84 -3.25 -1.64
H 0.83 -4.20 -0.08
H 1.72 -0.92 -1.81
H 0.09 0.98 0.98
H -1.30 0.56 -0.11
H -1.07 -0.32 1.40
H 1.23 1.82 -0.96
H 1.81 1.34 -2.46
H 0.02 1.42 -2.20
H -2.87 3.51 2.85
H -1.51 3.47 3.50
O -2.02 3.06 2.79
```

The frontier orbital gap is 8.90 eV. Its spin multiplicity is 1. As for the lowest unoccupied orbital energy: 0.83 eV. For the energy relative to the best compared isomer or geometry (same formula, charge and spin), the calculation gives 47.95 kcal/mol.

These are the natural (NBO) partial charges, in e, on atoms 1 to 8:
1. C -0.194
2. C -0.383
3. C -0.158
4. C -0.047
5. C -0.637
6. C -0.658
7. H 0.186
8. H 0.191


(8)
The following is a DFT calculation (wB97M-V/def2-TZVPD) of an isolated molecule of C6H12O.

Geometry as XYZ:
```
19
Properties=species:S:1:pos:R:3
C -1.12 -1.12 -1.06
C -0.72 -0.77 0.38
O -1.31 -1.52 1.42
C 0.80 -0.79 0.57
C 1.14 0.63 1.04
C 0.54 1.69 0.14
C 0.58 1.66 -1.19
H -0.44 -1.80 -1.59
H -0.98 -0.13 -1.61
H -2.13 -1.57 -1.08
H -2.26 -1.52 1.28
H 1.12 -1.53 1.32
H 1.33 -1.04 -0.35
H 0.75 0.73 2.06
H 2.22 0.80 1.07
H 0.18 2.59 0.63
H -1.01 0.34 0.47
H 0.20 2.48 -1.80
H 1.11 0.88 -1.71
```

The frontier orbital gap is 10.36 eV. Its spin multiplicity is 1. As for the lowest unoccupied orbital energy: 1.01 eV. For the energy relative to the best compared isomer or geometry (same formula, charge and spin), the calculation gives 38.80 kcal/mol.

These are the natural (NBO) partial charges, in e, on atoms 1 to 8:
1. C -0.645
2. C 0.100
3. O -0.719
4. C -0.418
5. C -0.445
6. C -0.175
7. C -0.431
8. H 0.206